Below is a cluster of 4 separate species, C4H13NO3 in total in a non-equilibrium geometry, with properties calculated with ωB97M-V/def2-TZVPD.

Structure (XYZ):
```
21
Properties=species:S:1:pos:R:3
C 1.74 1.45 -1.40
C 2.16 0.61 -0.47
C 1.44 -0.56 0.03
C 0.68 -1.35 -0.73
N -0.43 -2.11 -0.18
H 2.36 2.29 -1.65
H 0.72 1.55 -1.77
H 3.02 0.74 0.21
H 1.52 -0.79 1.11
H 0.66 -1.36 -1.88
H -0.73 -2.92 -0.64
H -0.50 -2.23 0.83
O -1.28 1.64 -1.01
H -0.77 2.42 -0.77
H -1.13 1.52 -1.93
O -2.64 -0.13 1.08
H -2.12 -0.23 0.30
H -3.37 -0.76 1.23
O -0.07 0.03 2.53
H -0.69 -0.39 3.15
H -0.58 0.59 1.95
```

- structure (SMILES) = C=C/C=C/N.O.O.O
- calculated total energy (a.u.) = -440.605777